A structure of composition C22H49NO4P2Re, computed with the ωB97M-V functional and the def2-TZVPD basis.

Summary:
- Highest occupied orbital energy (spin up / spin down): -20.09 / -20.88 eV
- Net charge: +4
- <S²>: 3.778
- 2S+1: 4
- Relative energy (zero: lowest compared OMol25 entry of this formula, charge and spin): 626.5 kJ/mol
- Frontier orbital gap (spin up / spin down): 7.83 / 6.51 eV

Cartesian coordinates (Å):
Re 0.397 1.108 -0.222
C 1.012 0.288 -1.884
O 1.008 -0.727 -2.631
C 1.483 2.643 -0.888
O 1.904 3.705 -0.997
P -1.781 0.569 -1.136
C -3.220 1.450 -0.293
H -3.971 1.652 -1.068
C -1.701 1.849 -2.637
H -0.919 2.494 -2.192
C -2.978 -0.828 -2.200
H -3.440 -1.549 -1.459
C 2.596 -2.953 0.126
P 1.885 -1.094 0.735
H 3.500 -1.531 2.548
H 1.888 -3.742 0.489
C 3.658 -0.252 0.309
H 4.381 -1.054 0.554
C -1.156 1.331 -3.964
H -1.930 0.858 -4.581
H -0.306 0.661 -3.870
H -0.809 2.177 -4.560
C -2.890 2.752 -2.978
H -2.592 3.441 -3.782
H -3.219 3.410 -2.171
H -3.748 2.213 -3.367
C -4.233 -0.266 -2.876
H -4.875 0.304 -2.201
H -4.804 -1.146 -3.185
H -4.009 0.300 -3.771
C -2.094 -1.645 -3.102
H -2.630 -2.568 -3.338
H -1.138 -1.898 -2.603
H -1.860 -1.138 -4.041
C -3.855 0.567 0.784
H -4.375 -0.299 0.330
H -4.584 1.149 1.380
H -3.040 0.185 1.434
C -2.744 2.791 0.254
H -1.925 2.653 0.965
H -3.573 3.287 0.777
H -2.380 3.463 -0.519
C 3.949 -3.413 0.732
H 4.019 -3.289 1.812
H 4.805 -2.947 0.244
H 4.011 -4.489 0.523
C 2.587 -3.093 -1.382
H 3.407 -2.548 -1.855
C 2.126 -0.157 3.451
H 1.636 -2.748 -1.800
H 2.727 -4.154 -1.604
C 1.694 -2.600 3.194
H 1.036 -0.081 3.614
H 2.626 -0.286 4.422
H 2.473 0.763 3.016
C 2.408 -1.371 2.593
H 1.869 -2.689 4.250
H 2.102 -3.573 2.695
H 0.617 -2.527 3.004
C 4.035 0.961 1.147
H 3.265 1.729 1.045
H 4.966 1.429 0.785
H 4.231 0.739 2.199
C 3.901 0.134 -1.147
H 3.636 -0.634 -1.872
H 4.960 0.384 -1.317
H 3.355 1.052 -1.377
H 1.791 -3.333 1.605
H -3.169 -0.963 -0.786
N -2.029 0.712 3.940
C -0.923 1.719 3.823
C -0.324 1.725 2.485
O 0.339 2.767 1.990
O -0.548 0.636 1.747
H -2.772 0.831 3.186
H -2.497 0.755 4.867
H -1.677 -0.286 3.878
H -1.369 2.705 4.070
H -0.194 1.528 4.650

Atoms 1-3, force components in eV/Å:
Re 0.246 -1.664 0.334
C -1.172 -8.799 -4.589
O 0.930 8.075 4.933

Atom charges from the Mulliken analysis, given in e for atoms 1 to 2: 2.7365 -0.6271

---

A structure of composition C6H10N2O2, computed with the ωB97M-V functional and the def2-TZVPD basis.

Summary:
- Highest occupied orbital energy: -8.50 eV
- Net charge: 0
- Relative energy (zero: lowest compared OMol25 entry of this formula, charge and spin): 465.0 kJ/mol
- Frontier orbital gap: 8.55 eV

Cartesian coordinates (Å):
C -2.142 0.613 -0.061
C 0.770 1.243 1.167
C -1.719 -0.776 0.306
C 0.088 0.692 -0.219
C 1.261 0.998 -1.814
C 0.667 -1.492 0.807
N -1.119 1.346 -0.362
N -0.229 -0.782 -0.107
O 0.003 1.238 2.144
O 1.936 1.504 1.011
H -3.050 1.083 0.043
H -1.918 -0.980 1.358
H -2.141 -1.702 -0.238
H 1.634 0.099 -2.251
H 2.289 1.380 -1.479
H 0.897 1.695 -2.465
H 1.431 -1.801 0.198
H 1.150 -0.767 1.483
H 0.350 -2.364 1.472
H -0.157 -1.226 -0.993

Atoms 1-3, force components in eV/Å:
C 4.175 0.233 -0.758
C -0.957 -0.256 -0.049
C -0.554 -2.315 -1.099

Atom charges from the natural (NBO) analysis, given in e for atoms 1 to 2: 0.0599 0.7398

---

A cluster of 10 separate species, C44H57F32N5O6 in total, computed with the ωB97M-V functional and the def2-TZVPD basis.

Summary:
- Highest occupied orbital energy: -10.34 eV
- Net charge: 0
- Frontier orbital gap: 10.64 eV

Cartesian coordinates (Å):
F -8.954 3.056 8.535
C -9.247 3.315 7.168
F -10.339 2.631 6.825
C -9.479 4.868 7.005
F -10.306 5.201 8.062
F -10.001 5.274 5.840
C -8.260 5.740 7.290
O -7.109 5.456 6.435
C -6.042 6.432 6.606
F -6.498 7.704 6.510
F -5.695 6.285 7.876
C -4.933 6.043 5.503
F -3.942 6.876 5.419
F -4.371 4.802 5.714
H -8.371 2.910 6.662
H -8.131 5.694 8.371
H -8.554 6.743 6.980
H -5.476 6.012 4.558
F 2.773 -8.771 -0.353
C 3.226 -8.731 -1.571
F 4.381 -9.447 -1.620
C 2.222 -9.125 -2.648
F 2.821 -8.857 -3.848
F 1.055 -8.452 -2.628
C 1.955 -10.608 -2.584
O 1.162 -11.101 -3.679
C 1.806 -11.883 -4.655
F 2.889 -11.280 -5.176
F 2.178 -13.042 -4.144
C 0.926 -12.150 -5.852
F 1.502 -12.915 -6.840
F -0.340 -12.597 -5.637
H 3.390 -7.672 -1.769
H 1.361 -10.898 -1.718
H 2.943 -11.069 -2.572
H 0.710 -11.208 -6.357
F 2.460 -5.480 8.189
C 2.939 -4.343 8.637
F 4.249 -4.311 8.421
C 2.029 -3.163 8.304
F 2.089 -2.726 7.075
F 2.373 -2.026 9.006
C 0.475 -3.531 8.544
O 0.213 -4.009 9.841
C -0.552 -3.268 10.798
F 0.067 -2.114 11.085
F -1.800 -2.901 10.494
C -0.467 -4.125 12.083
F -1.061 -3.695 13.196
F -0.802 -5.390 11.934
H 2.940 -4.702 9.666
H 0.248 -4.280 7.787
H -0.108 -2.641 8.309
H 0.577 -4.306 12.340
F -6.384 -1.941 2.987
C -5.677 -3.041 2.939
F -4.636 -2.882 3.771
C -6.565 -4.289 3.193
F -7.463 -4.230 2.181
F -7.256 -4.161 4.368
C -5.878 -5.684 3.058
O -6.740 -6.779 3.212
C -6.424 -7.872 4.064
F -5.138 -8.220 3.943
F -6.626 -7.446 5.341
C -7.382 -9.036 3.758
F -6.967 -10.150 4.286
F -8.634 -8.714 4.109
H -5.266 -3.175 1.938
H -5.116 -5.594 3.833
H -5.394 -5.670 2.082
H -7.418 -9.053 2.669
O 9.023 9.940 -5.510
C 8.828 8.942 -6.165
C 9.468 8.446 -7.404
C 9.230 6.934 -7.202
C 7.867 6.894 -6.579
O 7.840 8.070 -5.765
H 9.038 8.967 -8.260
H 10.531 8.682 -7.358
H 9.350 6.290 -8.074
H 9.885 6.600 -6.398
H 7.123 6.950 -7.374
H 7.735 6.039 -5.916
C 11.376 -2.821 1.671
C 12.062 -3.237 0.431
C 11.918 -2.239 -0.703
C 10.583 -2.062 -1.326
N 9.525 -1.933 -1.810
H 12.129 -2.252 2.217
H 10.973 -3.712 2.152
H 10.432 -2.293 1.534
H 11.749 -4.105 -0.150
H 13.096 -3.513 0.639
H 12.453 -2.544 -1.602
H 12.209 -1.225 -0.428
C 0.103 11.420 -4.240
C -0.417 11.476 -5.752
C -1.514 10.450 -6.030
C -0.968 9.219 -6.437
N -0.567 8.160 -6.748
H 1.175 11.363 -4.055
H -0.444 10.694 -3.639
H -0.141 12.417 -3.872
H 0.398 11.310 -6.456
H -0.716 12.472 -6.077
H -2.216 10.941 -6.704
H -2.156 10.269 -5.168
C -7.595 5.010 -1.823
C -6.123 4.846 -2.363
C -5.967 4.127 -3.768
C -6.420 2.706 -3.832
N -6.710 1.615 -3.902
H -7.452 5.603 -0.919
H -8.087 4.069 -1.577
H -8.336 5.583 -2.381
H -5.611 4.237 -1.617
H -5.655 5.819 -2.511
H -4.941 3.953 -4.092
H -6.585 4.560 -4.555
C 2.746 -0.216 -8.402
C 1.621 -1.148 -8.414
C 0.289 -0.565 -8.846
C 0.250 -0.271 -10.277
N 0.182 -0.068 -11.443
H 2.438 0.783 -8.090
H 2.934 -0.074 -9.466
H 3.586 -0.569 -7.804
H 1.319 -1.548 -7.446
H 1.866 -2.011 -9.033
H -0.069 0.242 -8.206
H -0.480 -1.333 -8.759
C 1.775 3.849 -1.806
C 2.713 2.985 -0.942
C 1.876 2.198 0.072
C 1.275 1.046 -0.596
N 0.827 0.170 -1.165
H 2.322 4.585 -2.396
H 1.319 4.544 -1.100
H 1.079 3.288 -2.429
H 3.323 3.751 -0.461
H 3.373 2.288 -1.458
H 1.092 2.790 0.545
H 2.717 1.854 0.673

Atoms 1-3, force components in eV/Å:
F -0.663 0.666 -1.646
C 0.833 0.146 1.021
F -0.244 0.051 0.064

Atom charges from the Mulliken analysis, given in e for atoms 1 to 2: -0.2766 0.1902

---

The ion C23H42B2BrF5NO8 with charge +1, computed with the ωB97M-V functional and the def2-TZVPD basis.

Summary:
- Highest occupied orbital energy: -12.80 eV
- Net charge: +1
- Frontier orbital gap: 9.71 eV

Cartesian coordinates (Å):
C -1.742 6.181 3.448
C -2.004 5.657 2.037
C -3.447 5.177 1.821
C -3.567 3.666 1.655
C -2.990 3.222 0.309
C -2.643 1.733 0.249
C -1.168 1.485 -0.154
C -0.979 1.449 -1.670
C -1.318 0.180 -2.465
C -0.391 -1.050 -2.512
C -0.557 -2.276 -1.537
C -0.778 -3.565 -2.357
B -0.440 -4.948 -1.590
O -1.463 -5.686 -1.032
O 0.829 -5.408 -1.473
C -1.703 -2.258 -0.492
F -2.763 -2.988 -0.933
F -2.223 -1.011 -0.282
C -1.390 -2.762 0.972
F -0.899 -1.727 1.700
F -2.579 -3.112 1.519
F -0.575 -3.805 1.026
O 0.719 -2.521 -0.933
C 1.291 -1.367 -0.337
C 2.361 -1.718 0.660
O 1.811 -2.388 1.774
C 1.856 -1.620 2.975
C 1.066 -2.279 4.079
C 1.547 -1.755 5.456
C 1.805 -0.429 -1.468
B 3.420 -0.372 -1.591
O 4.128 -1.521 -1.826
O 4.084 0.817 -1.541
C 3.884 1.667 -0.395
N 1.081 -0.700 -2.744
O 1.073 0.454 -3.570
C 1.786 -1.722 -3.593
C 2.723 -1.088 -4.631
O 3.876 -0.811 -4.447
Br 1.942 -0.849 -6.399
H -2.086 7.205 3.535
H -2.246 5.552 4.174
H -0.676 6.158 3.648
H -1.300 4.854 1.822
H -1.793 6.430 1.304
H -3.887 5.668 0.958
H -4.044 5.485 2.677
H -4.614 3.380 1.656
H -3.060 3.176 2.483
H -3.735 3.427 -0.456
H -2.132 3.840 0.057
H -3.265 1.187 -0.455
H -2.772 1.250 1.213
H -0.611 2.342 0.220
H -0.791 0.623 0.385
H 0.005 1.848 -1.897
H -1.641 2.218 -2.065
H -2.324 -0.151 -2.243
H -1.413 0.525 -3.490
H -0.667 -1.470 -3.470
H -0.107 -3.545 -3.216
H -1.762 -3.562 -2.810
H -1.862 -6.242 -1.703
H 1.410 -4.887 -2.025
H 0.514 -0.813 0.187
H 3.090 -2.405 0.242
H 2.840 -0.813 1.036
H 2.898 -1.561 3.291
H 1.461 -0.615 2.807
H 1.129 -3.359 4.023
H 0.013 -2.033 4.013
H 0.726 -1.277 5.975
H 2.302 -0.986 5.318
H 1.921 -2.558 6.073
H 1.522 0.572 -1.152
H 4.819 -1.615 -1.165
H 4.597 2.476 -0.476
H 2.893 2.117 -0.415
H 4.090 1.154 0.537
H 1.523 1.167 -3.093
H 2.300 -2.463 -2.997
H 1.076 -2.252 -4.215

Atoms 1-3, force components in eV/Å:
C 0.143 -0.207 -0.576
C -0.168 0.065 -0.088
C -0.043 -0.075 0.257

Atom charges from the Mulliken analysis, given in e for atoms 1 to 2: -1.3722 -0.1543

---

A structure of composition C9H18Cl2SSc, computed with the ωB97M-V functional and the def2-TZVPD basis.

Summary:
- Highest occupied orbital energy (spin up / spin down): -1.58 / -1.58 eV
- Net charge: -1
- Relative energy (zero: lowest compared OMol25 entry of this formula, charge and spin): 4.4 kJ/mol
- Frontier orbital gap (spin up / spin down): 4.24 / 4.25 eV

Cartesian coordinates (Å):
Sc -2.254 -1.279 0.730
Cl -1.011 -3.176 0.373
Cl -4.479 -1.507 1.208
C -1.571 0.321 -0.636
H -1.464 1.409 -0.484
H -1.707 0.175 -1.727
C 1.822 0.436 -0.261
C 1.219 1.331 -1.091
H 1.856 0.617 0.815
C 1.019 1.088 -2.557
H 0.763 2.232 -0.673
C 1.351 -0.364 -2.959
H -0.011 1.337 -2.839
H 1.679 1.763 -3.125
C 2.607 -0.861 -2.251
H 0.507 -1.006 -2.685
H 1.470 -0.426 -4.045
C 2.383 -0.868 -0.721
H 2.882 -1.863 -2.610
H 3.442 -0.191 -2.486
H 1.696 -1.695 -0.467
H 3.328 -1.071 -0.202
C -2.268 1.458 2.455
S -0.924 0.234 2.352
C -1.175 -0.679 3.895
H -2.773 1.523 1.486
H -1.794 2.424 2.680
H -2.978 1.196 3.246
H -0.293 -0.481 4.516
H -2.082 -0.327 4.397
H -1.238 -1.750 3.665

Atoms 1-3, force components in eV/Å:
Sc 1.351 2.938 -2.525
Cl 0.696 -1.251 -0.056
Cl -1.310 -0.188 0.610

Atom charges from the natural (NBO) analysis, given in e for atoms 1 to 2: 1.1324 -0.5903

---

no.,DFT total energy (eV),largest force on an atom (Eh/bohr)
1,-53945.0821,0.194
2,-13455.1221,0.108
3,-153240.5911,0.096
4,-127379.5459,0.043
5,-66207.6772,0.080